(1)
# C5H7N

A single C5H7N molecule in a non-equilibrium geometry (the ωB97M-V functional and the def2-TZVPD basis, the OMol25 dataset).

- LUMO energy (alpha / beta): 0.33 / 0.87 eV
- Total energy: -6783.726 eV
- Gap between HOMO and LUMO (alpha / beta): 7.46 / 8.42 eV
- Charge: 0
- HOMO energy (alpha / beta): -7.13 / -7.55 eV
- Energy above the lowest of the compared OMol25 structures with the same formula, charge and spin: 461.9 kJ/mol

Each line ends with the Mulliken charge.
Geometry (Å):
C 1.0600 1.0000 -0.0365  -0.335
C -0.3957 1.1706 0.3253  -0.678
C 0.7930 -0.1340 -0.9840  -0.378
N -0.4396 -0.7750 -0.8902  -0.379
C -0.6220 -1.4412 0.4131  -0.365
C -1.1594 -0.0246 0.0836  0.007
H 1.7622 0.7406 0.8008  0.215
H 1.5159 1.8833 -0.5163  0.267
H -0.7993 2.0316 0.8428  0.443
H 1.5813 -0.6910 -1.4833  0.376
H 0.2669 -1.5049 1.0395  0.222
H -1.3253 -2.2742 0.4612  0.251
H -2.2380 0.0190 -0.0561  0.353

(2)
# C4H7NO

A single C4H7NO molecule (the ωB97M-V functional and the def2-TZVPD basis, the OMol25 dataset).

- LUMO energy: 0.95 eV
- Total energy: -7796.981 eV
- Gap between HOMO and LUMO: 9.23 eV
- SMILES string: CCOC=C=N
- Charge: 0
- HOMO energy: -8.29 eV
- Energy above the lowest of the compared OMol25 structures with the same formula, charge and spin: 256.9 kJ/mol

Each line ends with the Mulliken charge.
Geometry (Å):
C -1.7153 -1.0890 0.7323  -1.277
C -0.4763 -0.4969 0.0963  -0.242
O -0.2166 0.7491 0.7202  -0.330
C 0.9159 1.3793 0.2872  -0.247
C 1.7292 0.9619 -0.6605  0.324
N 2.5753 0.5451 -1.4625  -0.531
H -2.5716 -0.4216 0.5980  0.306
H -1.9500 -2.0558 0.2760  0.373
H -1.5566 -1.2383 1.8043  0.309
H -0.6180 -0.3410 -0.9850  0.320
H 0.3926 -1.1592 0.2253  0.354
H 1.1035 2.3200 0.7910  0.368
H 2.3879 0.8464 -2.4226  0.272

(3)
# C8H15N

A single C8H15N molecule in a non-equilibrium geometry (the ωB97M-V functional and the def2-TZVPD basis, the OMol25 dataset).

- LUMO energy: 0.82 eV
- Total energy: -10026.371 eV
- Gap between HOMO and LUMO: 8.60 eV
- SMILES string: C=C1C[C@H](C(C)(C)C)N1
- Charge: 0
- HOMO energy: -7.78 eV
- Energy above the lowest of the compared OMol25 structures with the same formula, charge and spin: 289.9 kJ/mol

Each line ends with the Mulliken charge.
Geometry (Å):
C 2.8848 1.6320 -0.6329  -0.920
C 2.1691 0.5235 -0.7737  0.166
C 0.6780 -0.2525 -1.6021  -0.728
C 0.6012 -0.8910 -0.2686  -0.045
C -0.9292 -0.3227 0.3273  1.580
C -2.0693 -1.0112 -0.4150  -1.750
C -0.8973 -0.7818 1.7843  -1.850
C -1.0363 1.1946 0.2754  -1.692
N 1.7569 -0.3084 0.2792  -0.190
H 3.2777 1.9437 0.3293  0.259
H 3.2233 2.1917 -1.4885  0.269
H 0.7115 -0.9445 -2.4368  0.275
H 0.2112 0.6664 -1.9220  0.281
H 0.5426 -1.9782 -0.1998  0.526
H -1.9947 -2.0921 -0.3399  0.393
H -3.0289 -0.7239 0.0312  0.421
H -2.0943 -0.7315 -1.4635  0.376
H -0.7703 -1.8599 1.8691  0.378
H -0.0965 -0.2896 2.3358  0.405
H -1.8493 -0.5283 2.2583  0.474
H -1.3328 1.5442 -0.7136  0.366
H -1.8059 1.5322 0.9757  0.446
H -0.0818 1.6593 0.5258  0.339
H 1.9304 -0.1719 1.2651  0.221

(4)
# C12H19N

A single C12H19N molecule (the ωB97M-V functional and the def2-TZVPD basis, the OMol25 dataset).

- LUMO energy: 1.02 eV
- Total energy: -14240.798 eV
- Gap between HOMO and LUMO: 9.41 eV
- SMILES string: C=CC[C@@H]1CC(C)=C[C@H](CC=C)N1
- Charge: 0
- HOMO energy: -8.39 eV
- Energy above the lowest of the compared OMol25 structures with the same formula, charge and spin: 185.1 kJ/mol

Each line ends with the Mulliken charge.
Geometry (Å):
C -0.6887 -0.9797 -3.6402  -0.796
C 0.4233 -1.1763 -2.9559  -0.367
C 0.7987 -0.4297 -1.7197  -0.346
C 0.8894 -1.3777 -0.4974  -0.274
C -0.5024 -1.8749 -0.1047  -0.984
C -1.2843 -0.7676 0.5404  0.633
C -2.7733 -0.8355 0.4043  -1.605
C -0.6599 0.2026 1.1917  -0.621
C 0.8288 0.2934 1.3435  0.023
C 1.3247 1.6844 0.8891  -0.272
C 0.9869 2.8342 1.7893  -0.252
C 0.4690 2.7915 3.0024  -0.911
N 1.5066 -0.8115 0.6807  -0.454
H -0.9273 -1.5486 -4.5230  0.288
H -1.4075 -0.2314 -3.3471  0.248
H 1.1286 -1.9355 -3.2712  0.309
H 0.0618 0.3494 -1.5204  0.168
H 1.7781 0.0373 -1.8656  0.374
H 1.5108 -2.2362 -0.7854  0.486
H -0.3973 -2.7009 0.6040  0.425
H -1.0247 -2.2486 -0.9870  0.414
H -3.0584 -0.7831 -0.6466  0.321
H -3.1425 -1.7816 0.7989  0.322
H -3.2537 -0.0201 0.9390  0.381
H -1.2135 1.0084 1.6517  0.437
H 1.0798 0.1916 2.4112  0.288
H 0.9316 1.9062 -0.1071  0.169
H 2.4179 1.6513 0.7978  0.425
H 1.2304 3.7989 1.3573  0.328
H 0.2829 3.6943 3.5599  0.270
H 0.2059 1.8734 3.4983  0.241
H 2.4783 -0.5779 0.5119  0.334

(5)
# C3H4N2O

A single C3H4N2O molecule (the ωB97M-V functional and the def2-TZVPD basis, the OMol25 dataset).

- LUMO energy: 0.79 eV
- Total energy: -8202.585 eV
- Gap between HOMO and LUMO: 9.62 eV
- SMILES string: Oc1cn[nH]c1
- Charge: 0
- HOMO energy: -8.83 eV
- Energy above the lowest of the compared OMol25 structures with the same formula, charge and spin: 125.4 kJ/mol

Each line ends with the Mulliken charge.
Geometry (Å):
O -0.1158 -0.7215 1.9463  -0.540
C -0.1060 -0.2788 0.6556  0.749
C -0.9011 -0.8220 -0.3731  -0.449
N -0.7083 -0.1845 -1.5186  -0.758
N 0.1955 0.7528 -1.2349  0.265
C 0.5957 0.7491 0.0642  -0.653
H 0.7768 -0.6783 2.3036  0.325
H -1.5984 -1.6449 -0.3069  0.442
H 0.5226 1.3483 -1.9770  0.209
H 1.3127 1.4615 0.4469  0.410

(6)
# C3H2KMgO3

A molecular structure, C3H2KMgO3 in a non-equilibrium geometry (the ωB97M-V functional and the def2-TZVPD basis, the OMol25 dataset).

- LUMO energy (alpha / beta): -9.55 / -9.55 eV
- Total energy: -31035.870 eV
- Multiplicity: 2
- Gap between HOMO and LUMO (alpha / beta): 5.04 / 7.02 eV
- Charge: +2
- HOMO energy (alpha / beta): -14.59 / -16.57 eV
- Energy above the lowest of the compared OMol25 structures with the same formula, charge and spin: 360.7 kJ/mol

Each line ends with the Mulliken charge.
Geometry (Å):
C 1.2760 0.1062 -0.5429  -0.191
C 0.0459 0.0645 0.2378  0.112
O -0.7731 -1.0048 -0.0546  -0.343
C -2.1207 -0.7751 -0.1879  0.826
O -2.5664 0.3306 0.1258  -0.441
O 2.3091 0.6358 -0.1973  -0.395
Mg -3.8899 -1.5610 0.6156  0.932
H 0.1557 0.2954 1.3044  0.309
H 0.0378 0.9332 -0.8030  0.205
K 5.5255 0.9752 -0.4977  0.985

Copy entry 5 word for word.
# C3H4N2O

A single C3H4N2O molecule (the ωB97M-V functional and the def2-TZVPD basis, the OMol25 dataset).

- LUMO energy: 0.79 eV
- Total energy: -8202.585 eV
- Gap between HOMO and LUMO: 9.62 eV
- SMILES string: Oc1cn[nH]c1
- Charge: 0
- HOMO energy: -8.83 eV
- Energy above the lowest of the compared OMol25 structures with the same formula, charge and spin: 125.4 kJ/mol

Each line ends with the Mulliken charge.
Geometry (Å):
O -0.1158 -0.7215 1.9463  -0.540
C -0.1060 -0.2788 0.6556  0.749
C -0.9011 -0.8220 -0.3731  -0.449
N -0.7083 -0.1845 -1.5186  -0.758
N 0.1955 0.7528 -1.2349  0.265
C 0.5957 0.7491 0.0642  -0.653
H 0.7768 -0.6783 2.3036  0.325
H -1.5984 -1.6449 -0.3069  0.442
H 0.5226 1.3483 -1.9770  0.209
H 1.3127 1.4615 0.4469  0.410

> Which formula does entry 5 have?

C3H4N2O

What did the second record say?
# C4H7NO

A single C4H7NO molecule (the ωB97M-V functional and the def2-TZVPD basis, the OMol25 dataset).

- LUMO energy: 0.95 eV
- Total energy: -7796.981 eV
- Gap between HOMO and LUMO: 9.23 eV
- SMILES string: CCOC=C=N
- Charge: 0
- HOMO energy: -8.29 eV
- Energy above the lowest of the compared OMol25 structures with the same formula, charge and spin: 256.9 kJ/mol

Each line ends with the Mulliken charge.
Geometry (Å):
C -1.7153 -1.0890 0.7323  -1.277
C -0.4763 -0.4969 0.0963  -0.242
O -0.2166 0.7491 0.7202  -0.330
C 0.9159 1.3793 0.2872  -0.247
C 1.7292 0.9619 -0.6605  0.324
N 2.5753 0.5451 -1.4625  -0.531
H -2.5716 -0.4216 0.5980  0.306
H -1.9500 -2.0558 0.2760  0.373
H -1.5566 -1.2383 1.8043  0.309
H -0.6180 -0.3410 -0.9850  0.320
H 0.3926 -1.1592 0.2253  0.354
H 1.1035 2.3200 0.7910  0.368
H 2.3879 0.8464 -2.4226  0.272

> The highest energy above the lowest of the compared OMol25 structures with the same formula, charge and spin belongs to which entry?

C5H7N